# 1
F4NP | wB97M-V/def2-TZVPD

Summary:
HOMO level (spin up / spin down) ... -12.1 / -11.3 eV
E ... -795.4547 hartree
Gap between HOMO and LUMO (spin up / spin down) ... 8.66 / 8.11 eV
LUMO level (spin up / spin down) ... -3.45 / -3.18 eV

```
! wB97M-V def2-TZVPD RIJCOSX def2/J DEFGRID3
* xyz 0 1
N 0.80 1.19 -0.43
F -0.27 -2.19 1.08
F 1.23 0.98 -1.69
F -1.29 -0.46 -0.51
F -0.51 0.50 1.55
P 0.05 -0.19 0.28
*
```


# 2
F4Zr2 | wB97M-V/def2-TZVPD

Summary:
HOMO level ... -28.4 eV
E ... -490.6747 hartree
Gap between HOMO and LUMO ... 3.72 eV
LUMO level ... -24.69 eV

```
! wB97M-V def2-TZVPD RIJCOSX def2/J DEFGRID3
* xyz 4 1
Zr 1.71 1.67 2.46
Zr -0.43 0.97 -0.94
F -1.90 -0.59 -2.27
F -2.03 -0.73 0.09
F 2.09 -0.63 -0.82
F 0.56 -0.69 1.48
*
```


# 3
F5N2P3 | wB97M-V/def2-TZVPD

Summary:
HOMO level ... -10.2 eV
E ... -1632.9428 hartree
SMILES ... FN=P(F)(F)P(F)/N=P/F
Gap between HOMO and LUMO ... 8.39 eV
LUMO level ... -1.81 eV

```
! wB97M-V def2-TZVPD RIJCOSX def2/J DEFGRID3
* xyz 0 1
N -0.08 1.67 0.44
N -0.01 -1.60 0.79
F 0.21 -2.99 0.77
F -1.79 0.99 -1.19
F -0.15 2.79 2.58
F 1.58 -1.20 -1.36
F -0.58 -1.85 -1.84
P -0.18 1.14 -1.10
P 0.88 2.05 1.57
P 0.13 -1.00 -0.66
*
```


# 4
F6H14N3Na4O19S6 | wB97M-V/def2-TZVPD

Summary:
HOMO level ... -10.9 eV
E ... -5239.4085 hartree
Gap between HOMO and LUMO ... 4.41 eV
LUMO level ... -6.47 eV

```
! wB97M-V def2-TZVPD RIJCOSX def2/J DEFGRID3
* xyz 1 1
Na -2.23 0.15 -1.39
Na -0.36 1.77 0.42
Na 4.29 1.61 -0.75
Na 4.16 -2.45 1.05
N 1.33 -1.87 5.15
S -0.32 -2.27 5.06
O -0.60 -3.16 3.96
O -1.35 -1.36 5.51
F -0.24 -3.28 6.31
S 1.08 -0.41 4.84
O 0.86 0.44 6.01
O 0.50 -0.01 3.58
F 2.71 -0.18 4.64
N 0.00 -0.09 -1.03
S 0.86 -1.36 -0.24
O 2.30 -1.34 -0.04
O 0.20 -2.64 -0.55
F 0.42 -1.03 1.30
S 1.01 -0.03 -2.14
O 0.93 -1.05 -3.16
O 2.30 0.66 -1.88
F 0.19 1.12 -2.92
N -2.72 1.21 0.74
S -3.29 0.42 1.88
O -4.49 -0.44 1.74
O -2.81 0.73 3.22
F -2.33 -0.75 1.49
S -3.92 2.48 0.86
O -3.76 3.41 1.99
O -5.31 2.12 0.47
F -3.47 3.28 -0.45
O -2.62 2.19 -2.86
H -2.36 2.32 -3.78
H -2.19 2.90 -2.39
O 1.77 1.68 1.32
H 2.45 1.02 1.48
H 2.18 2.29 0.71
O 4.89 1.35 -3.06
H 5.49 2.09 -3.06
H 4.26 1.54 -3.76
O -1.94 -1.21 -3.42
H -1.36 -0.87 -4.10
H -1.63 -2.10 -3.25
O 1.61 -1.90 -5.67
H 2.50 -2.03 -5.36
H 1.13 -1.57 -4.91
O 0.20 3.33 -1.35
H 1.04 3.50 -0.92
H 0.38 3.44 -2.28
O -0.90 -4.77 0.29
H -0.14 -4.97 0.82
H -0.71 -3.91 -0.10
*
```


# 5
F6H18O9P | wB97M-V/def2-TZVPD

Summary:
HOMO level ... -8.3 eV
E ... -1628.8457 hartree
Gap between HOMO and LUMO ... 11.21 eV
LUMO level ... 2.93 eV

```
! wB97M-V def2-TZVPD RIJCOSX def2/J DEFGRID3
* xyz -1 1
P 0.31 0.03 -0.18
F 1.64 -0.91 -0.23
F -0.55 -1.01 -1.05
F -0.15 -0.63 1.23
F -0.97 1.04 -0.02
F 1.13 1.13 0.74
F 0.77 0.85 -1.48
O -1.34 -2.96 0.85
H -0.83 -2.13 0.83
H -0.97 -3.48 0.12
O -0.57 0.54 -4.27
H -0.51 0.81 -3.34
H -1.46 0.80 -4.53
O 1.26 0.64 4.20
H 1.36 1.01 5.08
H 0.76 1.32 3.71
O -3.53 -1.04 0.00
H -3.84 -1.67 0.66
H -2.69 -1.41 -0.30
O 0.11 3.52 -1.68
H -0.48 3.12 -1.04
H 0.85 2.91 -1.74
O -0.69 -2.92 -3.06
H -0.62 -3.64 -2.42
H -1.36 -2.33 -2.70
O -0.63 2.27 2.53
H -0.29 1.85 1.71
H -1.44 1.79 2.72
O 2.15 -3.52 -0.32
H 1.76 -2.64 -0.46
H 3.10 -3.35 -0.29
O 2.95 3.33 1.68
H 2.46 2.64 1.21
H 2.31 4.03 1.82
*
```


# 6
F6H20O10P | wB97M-V/def2-TZVPD

Summary:
HOMO level ... -7.6 eV
E ... -1705.2551 hartree
Gap between HOMO and LUMO ... 10.07 eV
LUMO level ... 2.47 eV

```
! wB97M-V def2-TZVPD RIJCOSX def2/J DEFGRID3
* xyz -1 1
P 0.44 -0.11 0.24
F -0.22 0.43 1.65
F 1.12 -1.35 1.01
F -0.92 -0.87 -0.09
F 1.22 -0.69 -1.05
F -0.23 1.13 -0.61
F 1.78 0.76 0.57
O 2.21 2.91 -0.48
H 2.37 3.50 0.26
H 1.96 2.08 -0.08
O -0.28 1.18 -3.53
H -0.73 1.23 -2.68
H -0.88 1.60 -4.14
O -0.28 -2.62 -2.04
H -0.35 -1.88 -1.42
H -0.97 -3.22 -1.77
O -2.80 -3.07 -1.29
H -3.20 -3.04 -0.43
H -2.95 -2.19 -1.66
O -3.67 1.90 0.22
H -2.76 2.14 0.01
H -3.60 1.28 0.94
O -3.07 -0.05 1.87
H -2.25 0.39 2.10
H -2.79 -0.84 1.40
O -1.12 3.29 0.72
H -1.04 2.34 0.61
H -0.58 3.49 1.48
O 3.66 -1.02 1.84
H 2.92 -0.99 1.23
H 3.31 -1.44 2.63
O 2.77 -3.38 -2.22
H 2.06 -2.97 -1.72
H 2.48 -4.28 -2.35
O 1.87 1.74 3.02
H 1.71 0.93 2.54
H 2.80 1.70 3.25
*
```


# 7
F6H22O11P | wB97M-V/def2-TZVPD

Summary:
HOMO level ... -7.9 eV
E ... -1781.7522 hartree
Gap between HOMO and LUMO ... 10.45 eV
LUMO level ... 2.56 eV

```
! wB97M-V def2-TZVPD RIJCOSX def2/J DEFGRID3
* xyz -1 1
P -14.49 -2.78 -16.18
F -13.81 -4.24 -15.95
F -13.16 -2.09 -15.59
F -13.91 -2.68 -17.68
F -15.27 -1.37 -16.36
F -15.80 -3.51 -16.80
F -15.13 -2.78 -14.67
O -13.85 -5.80 -12.95
H -14.08 -4.97 -13.39
H -12.91 -5.72 -12.78
O -15.15 -4.94 -19.42
H -14.94 -4.25 -18.79
H -16.11 -4.83 -19.56
O -12.84 0.34 -17.30
H -13.34 -0.38 -16.89
H -13.52 0.81 -17.82
O -11.60 -1.35 -19.57
H -12.42 -1.85 -19.61
H -11.64 -0.91 -18.71
O -15.24 0.74 -18.69
H -16.12 0.68 -18.25
H -15.23 1.60 -19.12
O -13.50 0.08 -13.90
H -13.11 -0.74 -14.22
H -13.00 0.77 -14.35
O -17.96 -1.42 -15.14
H -16.99 -1.35 -15.13
H -18.13 -2.31 -14.84
O -17.96 -4.90 -19.05
H -18.42 -5.73 -19.17
H -18.02 -4.72 -18.10
O -16.32 -6.37 -15.81
H -15.94 -5.48 -15.86
H -16.11 -6.76 -16.66
O -17.66 0.39 -17.37
H -17.67 -0.48 -16.94
H -17.80 1.01 -16.65
O -11.44 -5.62 -15.80
H -12.27 -5.13 -15.68
H -11.73 -6.51 -16.03
*
```


# 8
F6KN3NaO12S6 | wB97M-V/def2-TZVPD

Summary:
HOMO level ... -7.4 eV
E ... -4817.8834 hartree
Gap between HOMO and LUMO ... 8.10 eV
LUMO level ... 0.73 eV

```
! wB97M-V def2-TZVPD RIJCOSX def2/J DEFGRID3
* xyz -1 1
Na -11.56 -14.62 -4.48
K -10.43 -17.21 -3.77
N -10.01 -15.44 -5.97
S -8.80 -14.46 -6.57
O -9.35 -13.29 -7.16
O -7.68 -15.09 -7.12
F -8.37 -13.97 -5.11
S -10.39 -16.30 -7.28
O -9.54 -17.39 -7.57
O -10.98 -15.57 -8.34
F -11.60 -17.07 -6.56
N -7.92 -18.34 -3.49
S -7.89 -19.92 -3.92
O -7.06 -20.70 -3.09
O -7.98 -20.18 -5.31
F -9.37 -20.24 -3.37
S -6.62 -17.74 -4.25
O -6.78 -17.53 -5.63
O -5.39 -18.24 -3.74
F -6.76 -16.26 -3.64
N -13.02 -16.38 -4.03
S -14.00 -16.94 -2.76
O -14.78 -18.10 -2.92
O -14.45 -15.92 -1.89
F -12.73 -17.47 -1.92
S -14.21 -16.50 -5.14
O -15.40 -15.81 -4.78
O -14.29 -17.71 -5.85
F -13.55 -15.46 -6.18
*
```


# 9
F6Li3N3O12S6 | wB97M-V/def2-TZVPD

Summary:
HOMO level (spin up / spin down) ... -14.7 / -14.7 eV
E ... -4077.5687 hartree
Gap between HOMO and LUMO (spin up / spin down) ... 7.57 / 2.80 eV
LUMO level (spin up / spin down) ... -7.14 / -11.91 eV
⟨S²⟩ ... 0.76

```
! wB97M-V def2-TZVPD RIJCOSX def2/J DEFGRID3
* xyz 1 2
Li -19.14 -18.37 16.94
Li -23.09 -18.28 13.24
Li -20.43 -18.90 14.42
N -18.98 -16.51 16.37
S -20.56 -15.95 15.84
O -21.33 -16.96 15.11
O -20.83 -14.51 15.66
F -21.30 -16.11 17.27
S -18.44 -16.53 14.89
O -18.42 -15.27 14.18
O -18.80 -17.74 14.17
F -16.93 -16.88 15.26
N -19.91 -19.91 16.04
S -18.85 -21.24 15.52
O -19.41 -21.99 14.41
O -18.07 -21.81 16.60
F -17.74 -20.29 14.83
S -20.70 -20.95 16.82
O -20.24 -21.27 18.16
O -21.58 -21.82 16.05
F -21.83 -19.82 17.26
N -21.27 -18.88 12.69
S -20.81 -17.90 11.39
O -21.91 -17.16 10.70
O -19.65 -18.22 10.54
F -20.30 -16.66 12.28
S -21.08 -20.09 11.83
O -19.74 -20.61 11.74
O -22.02 -20.24 10.72
F -21.81 -21.02 12.94
*
```


# 10
F6LiN4O15S6 | wB97M-V/def2-TZVPD

Summary:
HOMO level ... -0.6 eV
E ... -4343.4712 hartree
Gap between HOMO and LUMO ... 7.06 eV
LUMO level ... 6.49 eV

```
! wB97M-V def2-TZVPD RIJCOSX def2/J DEFGRID3
* xyz -3 1
Li -8.05 -14.74 -20.67
N -7.02 -14.06 -22.27
S -6.30 -15.38 -22.86
O -6.16 -16.41 -21.88
O -5.26 -15.23 -23.82
F -7.55 -15.78 -23.73
S -5.61 -13.23 -21.87
O -5.12 -12.46 -22.94
O -4.72 -13.93 -21.01
F -6.21 -12.17 -20.85
N -10.65 -14.46 -23.88
S -10.94 -15.92 -23.18
O -10.38 -17.11 -23.72
O -12.27 -16.05 -22.66
F -10.05 -15.66 -21.87
S -10.73 -14.91 -25.40
O -11.91 -15.66 -25.75
O -9.52 -15.28 -26.07
F -11.08 -13.48 -26.06
N -8.51 -15.80 -18.86
S -6.95 -15.87 -18.25
O -6.06 -16.74 -18.94
O -6.88 -15.82 -16.84
F -6.64 -14.39 -18.76
S -8.79 -17.35 -19.08
O -8.47 -18.26 -18.01
O -8.63 -17.76 -20.44
F -10.39 -17.28 -18.92
N -10.70 -12.95 -20.19
O -11.21 -13.04 -19.07
O -9.56 -13.45 -20.39
O -11.29 -12.41 -21.14
*
```


# 11
F6N3NaO12S6 | wB97M-V/def2-TZVPD

Summary:
HOMO level ... -4.4 eV
E ... -4217.4594 hartree
Gap between HOMO and LUMO ... 8.58 eV
LUMO level ... 4.17 eV

```
! wB97M-V def2-TZVPD RIJCOSX def2/J DEFGRID3
* xyz -2 1
Na -19.24 -3.67 20.34
N -19.39 -2.18 19.44
S -18.89 -1.06 20.31
O -18.82 -1.29 21.72
O -18.99 0.28 19.71
F -17.30 -1.39 19.99
S -20.97 -1.65 19.60
O -21.28 -0.54 18.69
O -21.66 -1.78 20.90
F -21.62 -2.94 18.96
N -17.75 -4.41 20.42
S -16.19 -3.65 20.45
O -15.96 -2.47 19.66
O -15.04 -4.54 20.57
F -16.18 -3.04 21.98
S -17.40 -5.13 19.19
O -16.47 -6.22 19.14
O -17.74 -4.45 17.92
F -18.65 -6.08 19.45
N -19.69 -4.17 22.07
S -21.27 -4.57 21.89
O -22.28 -3.53 22.13
O -21.56 -5.95 22.18
F -21.29 -4.47 20.29
S -19.85 -3.77 23.57
O -20.16 -4.78 24.54
O -20.03 -2.32 23.87
F -18.26 -3.81 23.81
*
```


# 12
F8H16N4Na3O24S8 | wB97M-V/def2-TZVPD

Summary:
HOMO level ... -6.0 eV
E ... -6505.5007 hartree
Gap between HOMO and LUMO ... 3.32 eV
LUMO level ... -2.68 eV

```
! wB97M-V def2-TZVPD RIJCOSX def2/J DEFGRID3
* xyz -1 1
Na 5.01 3.58 2.91
Na 1.26 -2.94 -2.51
Na 3.41 -3.38 1.01
N 9.34 -1.00 1.83
S 7.93 -0.24 1.36
O 7.69 1.14 1.81
O 6.82 -1.09 0.97
F 8.46 0.04 -0.20
S 8.54 -1.83 2.84
O 7.93 -3.09 2.46
O 7.91 -1.03 3.86
F 9.93 -2.41 3.48
N -5.38 4.38 0.71
S -5.98 5.27 2.11
O -5.75 6.69 2.12
O -6.12 4.52 3.33
F -7.51 5.09 1.60
S -3.99 4.45 1.33
O -3.61 3.58 2.45
O -3.36 5.78 1.23
F -3.29 3.79 0.05
N 1.18 -0.81 -0.05
S 1.88 0.69 0.08
O 2.56 0.99 1.37
O 1.20 1.81 -0.62
F 3.12 0.30 -0.90
S -0.02 -0.35 0.72
O -1.15 0.16 -0.13
O 0.08 0.21 2.09
F -0.59 -1.89 0.97
N -6.50 -4.03 -2.46
S -5.60 -5.15 -2.06
O -4.56 -5.57 -2.94
O -6.29 -6.09 -1.15
F -4.72 -4.23 -1.01
S -7.09 -4.69 -3.86
O -7.62 -6.07 -3.73
O -6.50 -4.24 -5.12
F -8.46 -3.92 -3.77
O -1.44 1.61 6.01
H -1.04 1.13 5.28
H -1.21 2.52 5.84
O 0.86 -5.60 -0.23
H 0.08 -5.74 0.30
H 1.58 -5.94 0.30
O 4.60 4.87 -0.60
H 5.15 4.81 -1.38
H 3.72 5.06 -0.93
O -2.64 1.37 -3.58
H -1.92 1.24 -4.21
H -2.33 0.95 -2.78
O -5.47 -0.60 -1.92
H -4.69 -0.97 -1.51
H -6.05 -1.36 -2.04
O 0.51 5.68 -2.41
H 0.30 4.94 -1.84
H 0.61 5.29 -3.28
O 3.92 -1.94 3.87
H 4.22 -1.04 3.80
H 4.07 -2.18 4.79
O 2.38 -1.15 -4.97
H 1.97 -1.14 -5.83
H 2.69 -0.25 -4.84
*
```


# 13
F8H6N4Na3O19S8 | wB97M-V/def2-TZVPD

Summary:
HOMO level ... -7.2 eV
E ... -6123.3990 hartree
Gap between HOMO and LUMO ... 5.73 eV
LUMO level ... -1.49 eV

```
! wB97M-V def2-TZVPD RIJCOSX def2/J DEFGRID3
* xyz -1 1
Na 0.11 2.36 -1.58
Na -1.82 -3.38 2.39
Na 1.47 -0.37 -1.14
N -0.17 0.49 0.09
S -0.05 0.98 1.77
O 0.21 -0.05 2.79
O -0.85 2.14 2.21
F 1.40 1.62 1.50
S -1.53 -0.11 0.22
O -2.53 0.91 0.09
O -1.69 -1.22 1.14
F -1.46 -0.83 -1.23
N 1.73 -2.78 -0.19
S 1.80 -3.07 1.50
O 2.73 -4.14 1.83
O 0.64 -3.02 2.38
F 2.57 -1.67 1.95
S 0.86 -3.93 -0.40
O -0.51 -3.72 -0.04
O 1.38 -5.27 -0.31
F 0.80 -3.80 -1.95
N -3.12 -1.00 -5.87
S -4.54 -0.46 -6.66
O -4.63 0.96 -6.96
O -5.77 -1.18 -6.38
F -4.07 -1.12 -8.05
S -3.64 -0.49 -4.58
O -4.43 -1.44 -3.77
O -3.85 0.94 -4.36
F -2.24 -0.69 -3.83
N 5.14 0.54 2.99
S 5.05 1.92 2.53
O 4.19 2.39 1.42
O 6.22 2.69 2.78
F 4.03 2.46 3.68
S 5.65 0.14 1.42
O 6.94 0.64 0.91
O 4.63 -0.27 0.43
F 5.97 -1.40 1.92
O -4.93 3.12 -0.32
H -4.03 3.12 0.01
H -5.43 2.63 0.33
O -2.59 3.81 1.06
H -1.90 4.02 0.43
H -2.14 3.32 1.75
O 1.71 1.16 5.16
H 0.79 0.99 5.35
H 1.89 2.01 5.58
*
```


# 14
F8Li3N5O19S8 | wB97M-V/def2-TZVPD

Summary:
HOMO level ... -4.3 eV
E ... -5710.6220 hartree
Gap between HOMO and LUMO ... 7.61 eV
LUMO level ... 3.29 eV

```
! wB97M-V def2-TZVPD RIJCOSX def2/J DEFGRID3
* xyz -2 1
Li 11.07 20.03 -1.01
Li 12.06 20.31 -3.68
Li 8.49 20.45 -1.81
N 9.29 20.07 -0.12
S 8.77 18.82 0.79
O 7.37 18.55 0.69
O 9.44 18.68 2.02
F 9.42 17.70 -0.12
S 9.23 21.27 1.08
O 10.51 21.45 1.64
O 8.03 21.32 1.84
F 9.07 22.45 0.03
N 13.70 17.56 2.19
S 12.32 16.93 2.67
O 11.65 16.17 1.68
O 11.56 17.67 3.63
F 12.98 15.74 3.58
S 13.30 19.07 1.71
O 13.47 20.04 2.71
O 12.30 19.21 0.69
F 14.65 19.26 0.88
N 12.15 21.45 -1.94
S 11.57 22.98 -2.01
O 11.96 23.70 -3.17
O 11.38 23.67 -0.80
F 10.06 22.49 -2.44
S 13.62 21.87 -1.18
O 13.59 21.89 0.22
O 14.36 22.84 -1.91
F 14.36 20.55 -1.56
N 13.11 16.79 -3.65
S 13.92 17.79 -4.55
O 15.32 17.94 -4.34
O 13.18 19.01 -4.80
F 13.81 17.02 -5.93
S 13.26 17.44 -2.16
O 12.61 18.70 -2.06
O 14.47 17.20 -1.48
F 12.25 16.45 -1.48
N 9.64 18.48 -3.11
O 10.11 19.69 -2.96
O 10.26 17.64 -3.70
O 8.49 18.34 -2.65
*
```


# 15
FH18O9 | wB97M-V/def2-TZVPD

Summary:
HOMO level ... -7.0 eV
E ... -787.9124 hartree
Gap between HOMO and LUMO ... 9.82 eV
LUMO level ... 2.80 eV

```
! wB97M-V def2-TZVPD RIJCOSX def2/J DEFGRID3
* xyz -1 1
F -0.35 -0.32 0.31
O 2.00 -1.33 -1.87
H 1.19 -1.10 -1.44
H 1.92 -0.82 -2.64
O -0.82 2.18 0.24
H -0.86 2.30 -0.73
H -0.67 1.24 0.30
O -2.36 -0.40 2.05
H -1.68 -0.30 1.36
H -3.26 -0.18 1.77
O 0.68 1.49 3.47
H 0.89 1.15 2.57
H 0.14 2.24 3.31
O -0.47 -0.06 -2.18
H -0.64 -0.93 -2.46
H -0.53 -0.14 -1.25
O 1.78 0.87 1.00
H 1.93 1.38 0.26
H 1.03 0.41 0.65
O 0.77 -2.42 1.17
H 0.42 -1.55 0.85
H -0.08 -2.89 1.23
O -2.15 -2.12 -0.38
H -1.49 -1.44 -0.21
H -1.87 -2.60 -1.11
O 1.44 2.07 -1.85
H 2.12 2.02 -2.56
H 0.92 1.26 -1.87
*
```


# 16
FH2IP2 | wB97M-V/def2-TZVPD

Summary:
HOMO level ... -8.6 eV
E ... -1081.4301 hartree
SMILES ... F[P@@H](=P)I
Gap between HOMO and LUMO ... 7.21 eV
LUMO level ... -1.39 eV

```
! wB97M-V def2-TZVPD RIJCOSX def2/J DEFGRID3
* xyz 0 1
F -0.46 1.97 0.01
P -0.02 0.33 0.27
P -1.32 -0.73 -1.01
I 2.39 -0.40 0.33
H -0.18 0.74 1.70
H -0.42 -1.91 -1.29
*
```


# 17
FH2IP2 | wB97M-V/def2-TZVPD

Summary:
HOMO level ... -8.7 eV
E ... -1081.4316 hartree
SMILES ... F[P@@H](=P)I
Gap between HOMO and LUMO ... 7.04 eV
LUMO level ... -1.67 eV

```
! wB97M-V def2-TZVPD RIJCOSX def2/J DEFGRID3
* xyz 0 1
F 0.32 -0.49 1.70
P -0.03 0.11 0.21
P 1.39 -0.87 -0.88
I -2.66 0.03 0.35
H -0.10 1.55 0.78
H 1.09 -0.33 -2.17
*
```